[1]
Here is one molecule with the formula C6H4O in a non-equilibrium geometry from the Open Molecules 2025 dataset. Energies are from ωB97M-V/def2-TZVPD.

Calculated values
Multiplicity = 1
DFT total energy = -8326.4668 eV
F_max = 0.0407 Eh/bohr

Atoms and positions in Å:
1 C 1.096 1.155 1.171
2 C 1.571 0.590 -1.660
3 C 0.588 0.083 -1.052
4 C -0.375 -0.285 -0.178
5 O -0.277 0.222 1.028
6 C -1.433 -1.186 -0.584
7 C -2.250 -1.943 -1.054
8 H 1.867 0.429 1.438
9 H 0.671 1.727 1.969
10 H 1.525 1.824 0.385
11 H -2.981 -2.617 -1.462

[2]
Here is one molecule with the formula C6H4O from the Open Molecules 2025 dataset. Energies are from ωB97M-V/def2-TZVPD.

Calculated values
SMILES = C#Cc1ccco1
Multiplicity = 1
DFT total energy = -8331.4068 eV
F_max = 0.0103 Eh/bohr

Atoms and positions in Å:
1 C 2.900 0.375 0.311
2 C 1.737 0.152 0.527
3 C 0.331 -0.028 0.458
4 C -0.613 0.885 0.099
5 C -1.730 0.134 -0.367
6 C -1.392 -1.173 -0.211
7 O -0.148 -1.294 0.301
8 H 3.910 0.571 0.031
9 H -0.475 1.957 0.112
10 H -2.624 0.522 -0.830
11 H -1.896 -2.101 -0.431

HOMO-LUMO gap, respectively: 8.42, 9.56 eV.
Molecular weight, respectively: 92.097, 92.097 g mol⁻¹.
Energy above the lowest of the compared OMol25 structures with the same formula, charge and spin, respectively: 5.973, 1.033 eV.